No. 1
A cluster of 6 separate species, C12H40N3O6 in total at a distorted geometry. Source: the Open Molecules 2025 dataset; level of theory: the ωB97M-V functional and the def2-TZVPD basis.

Structure (XYZ):
```
61
Properties=species:S:1:pos:R:3:forces:R:3:mulliken_charge:R:1
O 0.646169 -0.540235 1.331583 -0.1 0.5 0.3 -0.388
H 1.530185 -0.824568 1.088146 1.4 -0.3 -0.6 0.427
H 0.036718 -0.735277 0.615947 -0.7 -0.1 -1.0 0.459
H 0.384413 -1.049408 2.102184 -0.4 -0.4 1.1 0.449
C -0.571354 1.720103 -6.299591 0.2 -0.7 -0.3 -1.412
C -0.982857 0.327318 -6.700066 1.1 0.0 -0.1 0.328
C 0.108654 -0.873608 -6.416785 -2.4 1.6 -1.8 -0.615
O -0.538042 -1.959071 -7.080043 0.7 -1.8 1.7 -0.297
C 0.157773 -3.224526 -6.914331 0.2 0.3 -1.6 -0.815
N -2.277168 0.083164 -6.105480 0.3 -1.2 0.6 -0.689
H 0.232370 1.939121 -7.002563 0.6 0.7 0.8 0.377
H -0.409069 1.687299 -5.222245 0.7 0.6 -0.1 0.311
H -1.382971 2.414806 -6.515834 0.0 0.0 0.1 0.377
H -1.143525 0.418590 -7.774288 0.6 -0.7 -0.5 0.316
H 0.332236 -1.021109 -5.360209 -0.3 -0.2 0.2 0.350
H 1.026584 -0.710429 -6.981473 0.3 0.6 0.2 0.385
H -0.384579 -3.968478 -7.497845 -0.3 0.1 0.3 0.284
H 0.431430 -3.638255 -5.943746 -0.9 0.6 0.7 0.296
H 1.127370 -3.191500 -7.411211 0.3 0.4 -0.3 0.319
H -2.918283 0.731319 -6.540172 -0.3 -0.1 0.0 0.238
H -2.494037 -0.847044 -6.433798 -0.7 -0.3 0.1 0.266
C -2.142785 6.725067 6.541990 0.7 -0.2 0.5 -1.295
C -1.583601 5.809627 5.417823 -0.3 0.3 2.5 0.225
C -1.989033 4.319873 5.596036 0.1 1.2 -1.5 -0.753
O -3.388355 4.265909 5.308315 -0.5 -1.5 2.1 -0.319
C -3.868786 2.946716 5.753841 0.8 0.8 -0.7 -0.756
N -2.059684 6.452729 4.251978 -0.5 -0.3 -1.9 -0.744
H -3.188459 7.012612 6.432518 0.0 -0.4 0.0 0.283
H -1.559045 7.645542 6.533583 -0.1 0.1 -0.2 0.364
H -1.947825 6.305122 7.528775 -0.3 -0.2 0.1 0.355
H -0.511520 5.949137 5.556654 0.3 -0.5 -0.5 0.374
H -1.629759 3.881487 6.527082 -0.6 0.3 0.5 0.469
H -1.499969 3.707374 4.838571 0.4 -0.1 -0.4 0.366
H -3.458590 2.297858 4.980008 -0.3 -0.7 0.2 0.277
H -4.945979 2.826697 5.869346 0.0 0.7 -0.6 0.275
H -3.462357 2.667296 6.725863 0.3 0.2 0.0 0.309
H -1.839738 5.933826 3.413826 0.7 -0.1 -0.4 0.247
H -3.057643 6.297290 4.254992 -0.5 0.5 0.2 0.322
C 4.761723 -2.772824 1.295776 0.3 -1.8 0.4 -1.312
C 4.550732 -3.174401 -0.176643 -1.3 -0.6 2.4 0.331
C 3.499220 -4.313426 -0.478062 0.6 0.9 1.1 -0.731
O 2.160430 -4.035889 -0.008315 1.1 0.5 -0.7 -0.245
C 1.305918 -5.142343 -0.224706 -0.5 0.4 -0.1 -0.774
N 4.205616 -1.913550 -0.741654 -0.2 0.4 -1.5 -0.591
H 4.016902 -2.119074 1.749596 -0.2 -0.1 -0.3 0.159
H 5.744683 -2.310830 1.387718 -0.1 0.2 0.0 0.459
H 4.829102 -3.715893 1.838156 0.0 0.1 0.6 0.340
H 5.552431 -3.525828 -0.424042 -0.1 -0.5 -0.8 0.235
H 3.806770 -5.223874 0.036329 0.4 -0.1 -0.1 0.394
H 3.546041 -4.494067 -1.551973 -0.4 -0.1 -0.2 0.394
H 1.445271 -5.903598 0.542858 0.0 -0.1 0.0 0.303
H 1.405063 -5.578644 -1.218648 0.4 -0.1 -0.1 0.320
H 0.290403 -4.746602 -0.209968 -0.1 -0.1 0.3 0.244
H 4.075645 -2.056338 -1.733023 0.0 0.5 -0.5 0.236
H 5.072424 -1.407770 -0.627947 -0.1 0.9 -0.3 0.281
O -0.619785 -2.559786 5.573553 0.1 0.2 -0.4 -0.648
H -1.245003 -2.729508 6.278204 -0.2 0.0 0.2 0.326
H 0.138786 -3.101947 5.790029 0.2 -0.2 0.1 0.326
O -2.895444 -0.613101 -1.710246 0.3 -0.1 0.4 -0.663
H -3.028495 -0.385570 -2.630435 0.0 0.0 -0.4 0.325
H -3.397322 0.042490 -1.225934 -0.2 0.1 0.1 0.326
```
Forces are in eV/Å.

Properties
Energy relative to the best compared isomer or geometry (same formula, charge and spin) (kJ/mol): 466.3
Net charge: +1
Frontier orbital gap (eV): 6.56
Highest occupied orbital energy (eV): -10.936

No. 2
A cluster of 5 separate species, C12H41F2N8O7P2S2 in total at a distorted geometry. Source: the Open Molecules 2025 dataset; level of theory: the ωB97M-V functional and the def2-TZVPD basis.

Structure (XYZ):
```
74
Properties=species:S:1:pos:R:3:forces:R:3:mulliken_spin:R:1
N -0.927328 -2.053557 0.726354 0.3 0.0 -0.1 0.001
H -0.461778 -1.906017 -0.157726 0.1 0.4 -1.0 0.002
H -0.883218 -1.222607 1.298784 -0.4 0.8 0.1 0.002
H -0.367988 -2.737447 1.215764 0.3 -0.6 0.4 0.008
H -1.858768 -2.441877 0.684734 -0.4 0.3 -0.3 -0.019
N 0.368012 -3.528017 2.416034 -4.7 1.2 4.6 0.000
S 0.322452 -3.097057 4.012254 -6.2 2.1 3.9 0.000
O 0.138592 -1.651977 4.210594 1.6 -2.5 -0.8 0.000
O 0.903852 -3.956227 5.012574 0.9 1.2 -1.7 0.000
F -1.228378 -3.550497 4.238124 0.4 0.1 -0.7 0.000
S 1.802582 -3.764467 2.371694 10.2 -4.2 -5.2 0.000
O 2.282782 -5.089937 2.701714 -0.7 1.5 0.3 0.000
O 2.729792 -2.671987 2.552374 -1.1 -0.1 0.8 0.000
F 1.761692 -3.855257 0.742864 0.3 0.0 -0.4 0.000
O -2.986738 -3.857777 0.448154 -0.4 -0.2 -0.1 1.028
H -3.862218 -3.800317 0.018314 0.1 0.0 0.1 -0.023
O -1.911548 0.216813 1.709934 -0.7 0.2 0.5 0.002
P -2.203158 1.654883 1.562914 0.7 3.3 -1.1 -0.001
N -1.010328 2.469413 0.515764 -1.8 -0.3 -0.2 0.000
C -1.052928 2.090853 -0.889596 -0.1 -1.3 -0.3 0.000
C 0.278292 3.050853 0.901354 -0.8 0.1 2.3 0.000
N -2.179458 2.612603 2.937324 0.6 0.7 1.3 0.000
C -2.676558 1.937633 4.199084 0.6 0.6 -0.9 0.000
C -2.312028 4.159033 2.877794 0.0 -2.0 -0.6 0.000
N -3.779578 2.012893 0.961344 2.5 -1.8 -0.9 0.000
C -4.906128 1.203483 1.292604 0.4 -0.7 0.4 0.000
C -4.084868 3.260713 0.391354 0.2 0.9 -0.8 0.000
H -0.216228 2.480433 -1.469486 -0.2 0.5 0.2 0.000
H -1.999138 2.309453 -1.384566 -0.1 0.4 0.0 0.000
H -0.919608 1.016943 -1.020176 0.0 -0.4 0.1 0.000
H 0.808312 2.409923 1.605894 0.5 -0.5 -0.5 0.000
H 0.095692 3.893653 1.568024 -0.1 0.5 -0.3 0.000
H 0.900552 3.394223 0.074914 -0.3 -0.4 0.0 0.000
H -3.703758 2.235553 4.409324 -0.1 0.0 0.0 0.000
H -2.612778 0.854453 4.095454 -0.1 0.1 -0.3 0.000
H -2.053558 2.165873 5.063894 0.1 0.3 -0.1 0.000
H -3.333578 4.488573 3.067404 -0.1 -0.2 0.5 0.000
H -1.608118 4.662273 3.540644 -0.1 -0.3 0.2 0.000
H -2.125608 4.497283 1.858514 0.3 -0.2 0.0 0.000
H -5.463718 1.703563 2.084514 -0.5 -0.2 0.1 0.000
H -5.535528 1.005793 0.424924 -0.2 0.2 -0.1 0.000
H -4.531728 0.240103 1.638744 -0.2 0.0 0.2 0.000
H -4.792128 3.178293 -0.433936 -0.5 -0.2 0.1 0.000
H -3.208558 3.644493 -0.131026 0.1 0.5 0.5 0.000
H -4.485178 3.918153 1.163114 0.0 0.6 -0.3 0.000
O 0.597332 -1.334637 -1.528926 0.7 -0.3 -1.3 0.001
P 1.880372 -0.961307 -2.217886 0.8 0.0 -1.3 0.000
N 3.042692 -0.470197 -1.155926 1.9 -0.5 0.6 0.000
C 2.615022 0.508873 -0.163726 -1.1 -0.1 -0.5 0.000
C 3.883772 -1.516027 -0.496696 -0.6 -0.7 -0.2 0.000
N 1.732742 0.394953 -3.229046 -2.0 -0.6 1.7 0.000
C 2.790522 1.273833 -3.562426 0.8 0.3 -1.1 0.000
C 0.495912 0.520323 -4.069426 0.9 -1.5 1.4 0.000
N 2.656902 -2.169967 -3.202516 -1.1 0.1 2.0 0.000
C 2.186422 -3.509867 -3.327936 -0.6 -0.9 0.1 0.000
C 3.690672 -1.908827 -4.168436 -1.0 1.7 -0.3 0.000
H 3.424542 0.842713 0.485374 0.0 0.0 -0.3 0.000
H 1.817212 0.062783 0.430064 0.0 0.0 0.6 0.000
H 2.124852 1.322313 -0.698646 0.3 0.4 0.1 0.000
H 4.560502 -1.128757 0.264984 -0.1 0.5 -0.3 0.000
H 4.467312 -2.116187 -1.194836 -0.1 0.3 -0.3 0.000
H 3.247082 -2.223397 0.034674 0.0 0.0 0.1 0.000
H 2.469432 2.313793 -3.621356 -0.3 0.1 0.0 0.000
H 3.655602 1.263633 -2.899386 -0.2 -0.4 0.1 0.000
H 3.074042 0.952643 -4.564706 0.8 0.6 -0.3 0.000
H 0.533132 -0.318057 -4.764996 -0.2 0.4 -0.8 0.000
H -0.333298 0.263423 -3.410246 -0.3 0.4 -0.1 0.000
H 0.373852 1.507683 -4.514776 0.2 -0.2 0.0 0.000
H 1.442702 -3.713777 -2.557606 0.2 -0.4 -0.1 0.000
H 1.776622 -3.764347 -4.305386 -0.8 0.6 -0.4 0.000
H 3.009582 -4.223687 -3.358926 0.3 -0.1 1.0 0.000
H 3.124022 -1.569277 -5.035456 0.6 0.4 -0.7 0.000
H 4.248282 -2.783567 -4.503086 0.1 -0.1 0.7 0.000
H 4.301792 -1.098267 -3.771416 0.5 -0.2 -0.5 0.000
```
Forces are in eV/Å.

Properties
Energy relative to the best compared isomer or geometry (same formula, charge and spin) (kJ/mol): 0.0
Frontier orbital gap (alpha / beta) (eV): 8.85 / 5.54
Highest occupied orbital energy (alpha / beta) (eV): -8.730 / -8.730
Spin multiplicity: 2

No. 3
A structure of composition C12H42Ca2O18P2S at a distorted geometry. Source: the Open Molecules 2025 dataset; level of theory: the ωB97M-V functional and the def2-TZVPD basis.

Structure (XYZ):
```
77
Properties=species:S:1:pos:R:3:forces:R:3:mulliken_charge:R:1
Ca -1.781681 3.063513 -2.692566 2.1 -1.2 1.2 1.724
Ca -4.672761 -1.467037 0.141284 1.8 -0.2 0.7 1.673
S -0.231221 -0.081177 -0.392556 1.0 2.4 -0.6 1.199
O 1.135029 -0.607537 -0.310986 -1.6 0.2 0.4 -0.565
O -0.729781 0.007613 -1.767056 -1.4 -1.1 -3.8 -0.785
O -1.221271 -0.845767 0.399174 -1.5 -1.3 1.0 -0.625
O -0.376931 1.371763 -0.080176 0.4 1.3 1.6 -0.707
C -4.444171 5.677443 0.767994 -1.5 0.3 1.9 -0.621
O -3.423411 5.432663 -0.152006 0.5 -0.6 -0.8 -0.474
H -5.316091 5.029743 0.676704 0.1 -0.1 -1.0 0.230
H -4.212751 5.480523 1.814784 0.9 -0.1 0.1 0.294
H -4.793261 6.709773 0.790784 0.0 0.1 -0.5 0.278
H -2.704071 6.029573 0.066754 0.1 0.1 0.0 0.318
C 1.729989 4.452153 3.328434 -0.5 0.6 -0.6 -0.291
O 0.417099 4.165943 3.748544 -0.8 -0.4 0.4 -0.505
H 1.806759 5.530003 3.471424 0.6 -0.1 0.1 0.229
H 2.495489 3.889983 3.863294 0.0 0.1 0.0 0.237
H 1.750069 4.265293 2.254754 0.7 -0.1 -0.1 0.031
H 0.153699 3.330893 3.354954 0.0 -0.1 0.1 0.307
C 0.709089 -5.064477 -0.962126 0.1 0.6 -0.7 -0.419
O 1.855009 -4.455657 -1.465946 1.9 0.6 -0.3 -0.507
H 0.040769 -5.001107 -1.820856 -1.0 -0.5 0.5 0.182
H 0.966969 -6.099287 -0.736826 -0.4 0.1 0.3 0.227
H 0.382619 -4.456737 -0.118226 -0.6 -0.6 0.2 0.198
H 1.939159 -3.559537 -1.132056 -0.1 0.0 0.0 0.322
C 2.706739 4.835933 -2.491556 1.3 -0.3 1.2 -0.596
O 1.434869 4.869353 -1.871916 -2.1 0.5 -0.5 -0.500
H 3.401449 5.305553 -1.795176 0.3 -0.3 0.1 0.274
H 2.934539 3.775393 -2.598576 0.6 0.2 -0.6 0.280
H 2.864059 5.458743 -3.372156 -1.0 -0.4 -0.3 0.258
H 1.508509 4.603843 -0.952306 0.4 0.0 0.0 0.312
C 6.499579 -0.066297 -0.460536 -0.1 -1.7 -0.1 -0.610
O 5.311039 0.700603 -0.447956 0.3 0.5 -0.3 -0.446
H 6.366699 -0.978777 -1.041756 -0.3 -0.3 -0.2 0.256
H 7.363759 0.352383 -0.976276 -0.3 0.9 0.5 0.267
H 6.722749 -0.444327 0.537154 0.5 0.4 0.2 0.263
H 4.598909 0.101663 -0.211876 -0.1 0.1 0.0 0.270
C 4.142799 -3.276227 3.034954 -0.9 0.6 -0.7 -0.514
O 3.656719 -1.905487 3.101674 0.8 -0.6 0.7 -0.495
H 3.293639 -3.954867 3.115404 0.0 -0.2 0.0 0.230
H 4.635329 -3.464577 2.080994 0.1 0.0 0.0 0.235
H 4.830309 -3.528497 3.842294 -0.1 0.6 0.0 0.258
H 3.200369 -1.642097 2.299194 0.0 -0.4 -0.2 0.286
C -4.442911 -5.585167 7.104514 0.4 -1.0 -0.2 -0.616
O -4.948821 -4.832737 5.998614 0.2 2.2 -1.4 -0.354
P -4.420851 -3.343767 5.609034 -0.6 -0.2 2.8 1.017
O -4.600231 -2.846047 4.225174 -0.5 -0.5 0.3 -0.671
O -5.171021 -2.437047 6.777864 3.6 -1.2 -1.2 -0.303
C -6.484091 -2.688977 7.189844 -0.8 0.1 -1.2 -0.599
O -2.886991 -3.340747 6.062044 -2.2 -0.3 0.4 -0.260
C -2.041821 -2.319027 5.603694 1.8 0.2 -0.8 -0.702
H -5.209661 -5.934247 7.796124 -0.4 0.7 -0.1 0.284
H -3.656151 -5.055327 7.641524 0.0 -0.2 -0.1 0.347
H -4.117631 -6.502427 6.613674 0.7 0.0 0.4 0.246
H -6.755241 -3.737737 7.068694 0.0 0.0 0.1 0.302
H -6.945001 -2.087977 6.405984 -1.7 0.0 0.9 0.250
H -6.643351 -2.391597 8.226334 0.1 0.3 -0.3 0.219
H -1.433151 -1.881517 6.395024 -0.5 -0.1 0.4 0.281
H -2.526691 -1.516427 5.047974 -0.2 -0.2 0.0 0.295
H -1.334191 -2.858437 4.974094 0.1 0.5 -0.4 0.269
C -1.156391 -0.457017 -7.600336 -1.1 0.3 -0.3 -0.624
O 0.148719 -0.311087 -7.154256 2.8 1.2 0.4 -0.255
P 0.914239 1.097683 -7.051916 1.3 0.3 -0.9 0.990
O 0.319529 2.096093 -6.109746 0.1 -0.9 -0.2 -0.626
O 2.485869 0.718903 -6.747766 -2.7 0.8 -1.3 -0.318
C 2.867959 0.053973 -5.549026 0.1 -0.1 0.3 -0.605
O 0.948329 1.635513 -8.592436 -0.4 -1.9 2.4 -0.318
C 1.345809 2.966143 -8.887366 0.1 0.1 -0.3 -0.625
H -1.757371 -0.626697 -6.706956 -0.4 -0.2 -0.3 0.205
H -1.209851 -1.283107 -8.309436 0.0 -0.1 0.3 0.256
H -1.486301 0.436173 -8.130866 -0.2 0.1 0.1 0.324
H 3.854459 0.429393 -5.277036 -0.1 0.0 0.0 0.247
H 2.951809 -1.011887 -5.761166 -0.2 0.0 0.2 0.258
H 2.145829 0.283573 -4.765496 0.2 -0.3 0.2 0.311
H 2.296739 2.883123 -9.413606 0.0 0.4 0.1 0.257
H 1.433519 3.555853 -7.974866 0.0 0.1 -0.2 0.312
H 0.568469 3.351723 -9.547026 0.2 0.3 0.1 0.230
```
Forces are in eV/Å.

Properties
Energy relative to the best compared isomer or geometry (same formula, charge and spin) (kJ/mol): 1407.7
Net charge: +2
Frontier orbital gap (eV): 3.11
Highest occupied orbital energy (eV): -12.514